(1)
62
Properties=species:S:1:pos:R:3:nbo_charge:R:1 method="wB97M-V/def2-TZVPD" spin_multiplicity=6 charge=0 lumo_energy_ev="0.7 / 0.6" de_lowest_kcal_mol=9.5
H -2.87057 -2.05883 1.51972 0.264
N -2.95678 -1.63157 -0.55006 -0.480
B -3.48829 -1.60576 -3.03952 0.554
N -3.86454 -1.92622 -1.55576 -0.315
C -4.96306 -2.47661 -0.99865 0.023
Mn -1.33536 -0.59621 -0.77612 1.556
H -5.81040 -2.75932 -1.60655 0.226
C -4.75655 -2.60529 0.37593 -0.353
H -5.44143 -3.01338 1.09687 0.234
C -3.46268 -2.10433 0.61750 -0.006
H -4.38181 -1.86189 -3.79367 -0.031
C 1.73782 -0.86455 -1.84532 -0.845
H 2.63032 -0.44155 -1.38020 0.232
H 0.97445 -0.06219 -1.91761 0.202
H 1.93581 -1.28405 -2.84406 0.223
N -2.25711 -2.53186 -3.36259 -0.335
N -3.03908 -0.11104 -3.13494 -0.304
N -1.11311 -2.44211 -2.58420 -0.371
N -2.04729 0.37561 -2.29490 -0.480
C -2.07673 -3.43993 -4.35240 -0.006
C -3.44861 0.89214 -3.93205 0.025
H -2.87616 -3.64498 -5.05127 0.221
H -4.24080 0.71769 -4.64737 0.228
C -0.79715 -3.97257 -4.21954 -0.361
C -2.72240 2.04547 -3.63016 -0.350
C -0.23125 -3.31055 -3.11033 -0.030
C -1.82705 1.68012 -2.60875 -0.005
H -0.34855 -4.73533 -4.83775 0.229
H -2.83771 3.01337 -4.07661 0.235
H 0.77543 -3.42460 -2.71357 0.214
H -1.05478 2.22392 -2.09965 0.249
H 1.34056 -1.66736 -1.19666 0.196
O -0.91160 -1.48020 2.34426 -0.661
C -0.32118 -0.44568 2.04321 0.787
N 0.51134 0.30554 2.86012 -0.630
C 1.33906 1.19981 2.10576 -0.052
C 0.53465 1.24413 0.79921 0.706
O 0.71523 2.06829 -0.10175 -0.632
N -0.35637 0.20657 0.80216 -0.881
C 1.43906 2.50363 2.89713 -0.024
C 1.05321 3.73964 2.37711 -0.155
C 1.15139 4.88838 3.18673 -0.219
C 1.62455 4.80626 4.49848 -0.219
C 2.01050 3.56156 5.00518 -0.209
C 1.93402 2.42004 4.20692 -0.212
C 2.70943 0.58503 1.85630 -0.042
C 3.89657 1.30896 2.01980 -0.146
C 5.12408 0.65400 1.89321 -0.226
C 5.18097 -0.69030 1.52021 -0.213
C 3.98810 -1.38587 1.27626 -0.208
C 2.75204 -0.74785 1.43562 -0.204
H 0.71286 -0.04134 3.78906 0.415
H 0.68718 3.83353 1.34592 0.239
H 0.86487 5.85201 2.76070 0.214
H 1.68618 5.69146 5.13203 0.217
H 2.39173 3.45222 6.01437 0.214
H 2.27530 1.44926 4.58444 0.210
H 3.86148 2.37316 2.26335 0.223
H 6.04166 1.20924 2.06157 0.215
H 6.13552 -1.20495 1.39853 0.217
H 3.99844 -2.42681 0.93942 0.216
H 1.82460 -1.30600 1.23492 0.220

(2)
80
Properties=species:S:1:pos:R:3:lowdin_spin:R:1 method="wB97M-V/def2-TZVPD" spin_multiplicity=2 charge=+3 lumo_energy_ev="-8.7 / -8.5" de_lowest_kcal_mol=21.0
Ti 0.50217 -0.06478 -0.37314 0.964
C 1.24473 -1.58030 -2.79087 0.001
C 2.21637 -0.48512 -3.21895 0.000
C 1.85338 0.96716 -3.02140 0.000
C 1.88627 1.83222 -4.10023 0.000
C 1.74296 3.19358 -3.89584 0.000
C 1.60902 3.65961 -2.59763 0.000
C 1.54807 2.73594 -1.57783 0.002
N 1.62524 1.40539 -1.76297 -0.001
N 1.26808 -1.91027 -1.31570 0.000
C 2.64439 -2.27411 -0.86980 0.003
C 3.33444 -1.14520 -0.15470 0.003
C 4.70519 -1.15994 0.04699 0.000
C 5.29666 -0.11864 0.73424 0.002
C 4.49862 0.92306 1.20110 0.001
C 3.14934 0.86130 0.96312 0.007
N 2.55721 -0.15346 0.30349 0.005
C 0.35914 -3.07890 -1.11568 0.002
C -1.07112 -2.65807 -0.97772 0.002
C -2.10884 -3.46381 -1.40906 -0.001
C -3.41150 -3.06420 -1.16072 0.002
C -3.63117 -1.87238 -0.48548 0.000
C -2.54304 -1.12323 -0.10049 0.003
N -1.27371 -1.49139 -0.34184 0.001
H 1.51233 -2.49768 -3.31933 0.000
H 0.21672 -1.33244 -3.06284 0.000
H 2.40800 -0.63854 -4.28005 0.000
H 3.18132 -0.64566 -2.73022 0.000
H 2.06096 1.43850 -5.09245 0.000
H 1.76854 3.88027 -4.73223 0.000
H 1.56066 4.71645 -2.37635 0.000
H 1.44018 3.07015 -0.55358 0.001
H 3.24314 -2.61908 -1.71450 0.000
H 2.56722 -3.11874 -0.18520 0.000
H 5.29602 -1.98083 -0.33948 0.000
H 6.36597 -0.10993 0.90148 0.000
H 4.92038 1.76379 1.73352 0.000
H 2.49466 1.65697 1.29841 0.002
H 0.66258 -3.57332 -0.19612 0.000
H 0.48890 -3.80327 -1.92191 0.000
H -1.89524 -4.38928 -1.92727 0.000
H -4.24320 -3.67477 -1.48800 0.000
H -4.62974 -1.52905 -0.25308 0.000
H -2.68095 -0.19565 0.44327 0.000
C -3.08498 2.13695 -2.65036 0.000
N -2.42994 2.41977 -1.35264 0.000
C -2.83498 3.44290 -0.54261 0.002
C -2.19673 3.72894 0.60880 0.000
C -1.07431 2.92762 0.95548 0.002
N -0.71884 1.87882 0.19908 0.006
C -1.36998 1.67334 -0.96773 0.004
O -0.93036 0.73787 -1.69203 -0.001
N -0.34854 3.20587 2.03652 0.002
H -4.03622 2.65999 -2.66404 0.000
H -3.24701 1.06764 -2.74022 0.000
H -2.45406 2.48490 -3.46396 0.000
H -3.69135 4.00618 -0.88865 0.000
H -2.52089 4.54723 1.23417 0.000
H -0.56243 3.99930 2.61988 0.000
H 0.46484 2.66005 2.26523 0.000
C 1.12506 0.13250 3.50770 -0.001
P 0.21053 -0.74642 2.19764 -0.008
C 0.86619 -2.42964 2.42168 -0.002
C -1.46799 -0.81377 2.86186 0.000
C -2.10632 0.36030 3.26540 -0.001
C -3.40618 0.32194 3.75149 0.000
C -4.07863 -0.89102 3.84216 -0.001
C -3.44725 -2.06350 3.45046 0.000
C -2.15062 -2.02549 2.95734 -0.001
H 0.78438 1.15777 3.64075 0.000
H 2.19524 0.12866 3.30785 0.000
H 0.94526 -0.39001 4.44868 0.000
H 0.70281 -2.73683 3.45528 0.000
H 1.93943 -2.43231 2.22315 0.000
H 0.38130 -3.15286 1.77234 0.000
H -1.58623 1.31082 3.23187 0.000
H -3.88807 1.23239 4.08290 0.000
H -5.08555 -0.92421 4.23616 0.000
H -3.95821 -3.01298 3.54144 0.000
H -1.67972 -2.95502 2.66401 0.000